No. 1
This record from the Open Molecules 2025 dataset describes C12H19N4O8PPtTe as an isolated structure. The level of theory is ωB97M-V/def2-TZVPD.

HOMO energy: -8.408 eV
Frontier orbital gap: 6.85 eV
ΔE to the lowest compared entry with this formula, charge and spin: 9.4 kJ/mol
Calculated total energy: -2018.35504 a.u.

Cartesian coordinates (Å):
H (-0.3742, -3.9864, -0.6729)
C (1.5873, 0.2779, -3.7477)
H (0.7739, -0.8934, 3.1457)
O (0.8602, -2.3495, -0.3492)
H (-2.6464, 2.3099, 2.1857)
C (-1.7264, -0.0054, 2.7210)
N (-0.5840, 3.5978, -3.3830)
P (0.0140, -1.2850, -1.1148)
O (-1.0255, -1.9534, 1.5432)
O (0.2721, 0.0653, -0.5710)
H (-2.0179, 2.3971, 3.8500)
O (1.9105, 0.3013, 1.8825)
C (0.6726, -3.7854, -0.4352)
H (1.4984, 1.0123, -4.5468)
C (0.2793, 1.1887, 3.4022)
C (-1.0516, 3.6883, 2.4256)
O (-1.2046, 4.6910, 3.0816)
N (-0.9279, 2.2659, -5.4451)
C (-0.7463, 2.8594, -4.4667)
H (-0.0986, 1.0701, 4.4245)
H (1.8320, 0.7946, -2.8196)
C (-1.7297, -0.9736, 1.5646)
C (-0.1645, 3.0827, -2.2898)
C (-1.7440, 2.3900, 2.7919)
H (-0.0004, -0.9731, -4.5363)
H (-2.7477, 0.3039, 2.9330)
N (-0.8843, 1.2082, 2.4719)
H (2.0091, 0.0976, 3.9346)
H (2.6510, -4.1572, -1.1907)
Te (-2.4005, -1.6642, -1.1251)
H (0.7770, 2.1559, 3.3290)
N (0.1393, 2.6919, -1.2347)
O (0.4194, -1.5218, -2.6106)
H (2.0434, -0.5350, 1.4269)
O (-0.3053, 3.5816, 1.3649)
H (-0.5451, 0.1918, -3.3296)
H (0.8617, -4.1487, 0.5722)
C (0.2780, -0.4575, -3.6220)
C (1.6175, -4.3866, -1.4473)
H (1.4965, -5.4707, -1.4542)
H (-1.3399, -0.5357, 3.5880)
Pt (-0.2502, 1.8232, 0.4866)
O (-2.5589, -0.6217, 0.5880)
C (1.2740, 0.0803, 3.1227)
H (2.3919, -0.4140, -3.9964)
H (1.4146, -4.0086, -2.4479)

---

No. 2
This record from the Open Molecules 2025 dataset describes one molecule with the formula C12H19NO3S. The level of theory is ωB97M-V/def2-TZVPD.

Structure (SMILES): CC(C)c1ccccc1OCCNS(C)(=O)=O
HOMO energy: -8.474 eV
Frontier orbital gap: 9.05 eV
ΔE to the lowest compared entry with this formula, charge and spin: 11.9 kJ/mol
Calculated total energy: -1147.30104 a.u.

Cartesian coordinates (Å):
H (3.4059, 2.3911, 0.9225)
H (-0.8635, -1.3165, 1.9657)
C (-1.9339, -1.2278, 1.7912)
C (-2.2073, -0.9610, 0.3091)
O (-0.1934, -1.0710, -1.6291)
C (0.2495, 1.3111, -1.4965)
C (-3.7082, -0.8351, 0.0441)
H (1.0928, -2.3155, -2.5232)
C (-0.0777, 2.5472, -0.9677)
C (2.6599, 1.6227, 1.0799)
H (1.7115, 1.9045, 0.6406)
O (4.3283, -0.4269, 0.9596)
C (1.1423, -1.4761, -1.8246)
H (-3.8884, -0.6328, -1.0089)
H (-2.4162, -2.1520, 2.1028)
O (3.3965, 0.3952, -1.1556)
C (1.7724, -1.9567, -0.5113)
H (1.8860, -1.1877, 1.3910)
H (-2.3158, -0.4173, 2.4077)
H (-4.2143, -1.7606, 0.3103)
H (1.1353, -2.7294, -0.0749)
H (1.7631, -0.6865, -2.2505)
H (1.0405, 1.2435, -2.2264)
H (2.5619, 1.3976, 2.1327)
H (-1.8293, -1.8068, -0.2708)
H (0.4551, 3.4261, -1.3004)
H (-4.1432, -0.0282, 0.6287)
C (-1.4635, 0.2721, -0.1449)
H (-2.5584, 1.6127, 1.1043)
C (-1.7701, 1.5220, 0.3720)
H (-1.3456, 3.6200, 0.3859)
N (1.8669, -0.8556, 0.4378)
H (2.7610, -2.3810, -0.7246)
C (-0.4311, 0.1693, -1.0874)
C (-1.0878, 2.6567, -0.0284)
S (3.2187, 0.1328, 0.2393)

---

No. 3
This record from the Open Molecules 2025 dataset describes one molecule with the formula C12H19NO4 in a non-equilibrium geometry. The level of theory is ωB97M-V/def2-TZVPD.

Structure (SMILES): CC1(C)CCC/C1=C(\C[C@H](N)C(=O)O)C(=O)O
HOMO energy: -8.611 eV
Frontier orbital gap: 9.24 eV
ΔE to the lowest compared entry with this formula, charge and spin: 128.5 kJ/mol
Calculated total energy: -824.30969 a.u.

Cartesian coordinates (Å):
C (-1.6145, 1.7614, 1.9315)
H (0.6618, 3.6930, 0.1712)
H (1.8273, 2.3155, 1.4987)
C (0.8816, 2.0673, 2.0677)
C (0.0730, -3.5664, -2.4125)
H (0.8927, -1.0468, -1.8507)
C (-0.3223, 3.1786, 0.3250)
H (2.3612, -2.9528, -1.3935)
H (-0.2003, 0.9751, -2.1101)
O (1.0081, -1.4533, 2.0166)
O (0.4756, -3.0817, -3.4247)
C (-0.7738, 2.7453, -0.9839)
H (-1.8485, 0.7099, 2.2589)
C (0.0408, 1.5525, -1.2926)
H (-0.7721, -4.9738, -3.2554)
H (-2.5034, 2.0208, 1.3687)
H (1.2338, 1.8448, -1.2865)
C (-0.2026, 1.8987, 1.1429)
H (0.7570, 2.8555, 2.8158)
H (-0.5146, 3.4753, -1.7662)
C (-0.1136, -1.2145, 1.3331)
C (-0.0017, 0.8926, 0.0434)
H (-1.7300, 2.2932, 2.8639)
H (-0.2559, -3.3100, -0.2355)
C (0.4143, -2.9361, -0.9891)
O (-0.7419, -4.6802, -2.3469)
H (-0.7881, -1.2131, -1.9036)
H (2.0331, -2.7275, 0.3291)
N (1.7508, -3.1511, -0.5941)
H (1.1495, 1.1812, 2.5992)
C (0.1098, -0.5292, 0.0512)
H (-1.0964, 3.7741, 0.7089)
H (0.7336, -1.8682, 2.7751)
C (0.1446, -1.4289, -1.1847)
H (-1.8168, 2.4568, -0.8856)
O (-1.2522, -1.5579, 1.6148)

---

Question: What is the calculated total energy in the second record?
Answer: -1147.30104 a.u.

---

What did the first record say?
This record from the Open Molecules 2025 dataset describes C12H19N4O8PPtTe as an isolated structure. The level of theory is ωB97M-V/def2-TZVPD.

HOMO energy: -8.408 eV
Frontier orbital gap: 6.85 eV
ΔE to the lowest compared entry with this formula, charge and spin: 9.4 kJ/mol
Calculated total energy: -2018.35504 a.u.

Cartesian coordinates (Å):
H (-0.3742, -3.9864, -0.6729)
C (1.5873, 0.2779, -3.7477)
H (0.7739, -0.8934, 3.1457)
O (0.8602, -2.3495, -0.3492)
H (-2.6464, 2.3099, 2.1857)
C (-1.7264, -0.0054, 2.7210)
N (-0.5840, 3.5978, -3.3830)
P (0.0140, -1.2850, -1.1148)
O (-1.0255, -1.9534, 1.5432)
O (0.2721, 0.0653, -0.5710)
H (-2.0179, 2.3971, 3.8500)
O (1.9105, 0.3013, 1.8825)
C (0.6726, -3.7854, -0.4352)
H (1.4984, 1.0123, -4.5468)
C (0.2793, 1.1887, 3.4022)
C (-1.0516, 3.6883, 2.4256)
O (-1.2046, 4.6910, 3.0816)
N (-0.9279, 2.2659, -5.4451)
C (-0.7463, 2.8594, -4.4667)
H (-0.0986, 1.0701, 4.4245)
H (1.8320, 0.7946, -2.8196)
C (-1.7297, -0.9736, 1.5646)
C (-0.1645, 3.0827, -2.2898)
C (-1.7440, 2.3900, 2.7919)
H (-0.0004, -0.9731, -4.5363)
H (-2.7477, 0.3039, 2.9330)
N (-0.8843, 1.2082, 2.4719)
H (2.0091, 0.0976, 3.9346)
H (2.6510, -4.1572, -1.1907)
Te (-2.4005, -1.6642, -1.1251)
H (0.7770, 2.1559, 3.3290)
N (0.1393, 2.6919, -1.2347)
O (0.4194, -1.5218, -2.6106)
H (2.0434, -0.5350, 1.4269)
O (-0.3053, 3.5816, 1.3649)
H (-0.5451, 0.1918, -3.3296)
H (0.8617, -4.1487, 0.5722)
C (0.2780, -0.4575, -3.6220)
C (1.6175, -4.3866, -1.4473)
H (1.4965, -5.4707, -1.4542)
H (-1.3399, -0.5357, 3.5880)
Pt (-0.2502, 1.8232, 0.4866)
O (-2.5589, -0.6217, 0.5880)
C (1.2740, 0.0803, 3.1227)
H (2.3919, -0.4140, -3.9964)
H (1.4146, -4.0086, -2.4479)

---

Question: frontier orbital gap of number 1 (C12H19N4O8PPtTe)?
Answer: 6.85 eV

---

Question: Which of these has the lowest calculated total energy?
Answer: C12H19N4O8PPtTe